{"formula": "C12H14N6O2S4", "method": "wB97M-V/def2-TZVPD", "homo_energy_ev": -8.184, "multiplicity": 1, "lumo_ev": -0.103, "molar_mass_g_mol": 402.6, "orbital_gap_ev": 8.1, "symbols": ["C", "C", "H", "H", "S", "C", "N", "N", "C", "N", "C", "O", "C", "H", "H", "S", "C", "N", "N", "C", "N", "C", "O", "C", "H", "H", "C", "H", "C", "H", "H", "H", "S", "H", "S", "H", "H", "H"], "positions_angstrom": [[1.0641, 4.2200, -0.3579], [1.4229, 2.9520, -0.9362], [0.5720, 2.3152, -1.4524], [2.2633, 3.1702, -1.7355], [2.2581, 2.1273, 0.2676], [1.0497, 1.3723, 1.0866], [-0.0688, 1.6465, 0.9011], [-1.2210, 1.0686, 1.4777], [-0.6638, 0.2432, 2.3181], [-1.3270, -0.5889, 3.3377], [-2.6428, -1.0324, 3.2533], [-3.0280, -1.5684, 4.1510], [-3.6203, -0.1500, 2.4472], [-4.5874, -0.3355, 2.7507], [-3.2909, 0.6825, 1.8725], [-3.6255, -1.6251, 1.0606], [-2.2542, -1.2343, 0.2676], [-1.1009, -1.8882, 0.4164], [-0.3568, -1.5830, -0.4927], [-0.4484, -0.7030, -1.4275], [0.2220, 0.0274, -2.3232], [1.7171, -0.4111, -2.6319], [2.3292, 0.5186, -2.8187], [2.1486, -1.8532, -2.7616], [1.6382, -1.9529, -4.0385], [3.0103, -1.7636, -2.5784], [1.3642, -2.6332, -1.7314], [0.2978, -3.2015, -2.3913], [1.1934, -2.2248, -0.4336], [1.8836, -1.5452, -0.0816], [0.9033, -3.0496, 0.1947], [1.9261, -3.5289, -1.8406], [-2.2554, -0.2508, -1.2703], [-0.6960, -0.9827, 4.0333], [1.1771, 0.1925, 2.3698], [0.2119, 3.9135, 0.2109], [1.7312, 4.9176, -0.0060], [0.8033, 4.7388, -1.1074]], "forces_ev_per_a": [[-1.8706, -2.4089, 2.7921], [1.4400, -0.8092, -4.7053], [1.7196, 1.4304, 1.1563], [-1.5551, -0.9186, 1.1770], [5.2051, -1.8249, 0.6590], [4.9619, -2.9062, 3.2306], [-11.0269, 4.0502, -4.1533], [3.9561, -0.9906, 1.4465], [-0.3568, -1.6482, 2.8764], [2.8162, 1.9533, -3.6769], [2.1563, 8.9155, -4.1179], [-4.1065, -7.1726, 7.8099], [2.5983, -3.9757, -2.9038], [-1.9463, 0.4461, 1.1627], [-0.0782, 0.8028, 0.1604], [-2.7551, 0.3814, 1.8772], [2.7025, -0.2450, -3.0271], [-6.9257, -0.0942, 4.1606], [11.4685, -1.2823, -2.5832], [-3.7288, 5.5038, -3.8333], [1.2795, -4.4828, 1.7496], [-6.7871, -2.2870, 1.5556], [5.4091, 5.1837, -1.5338], [-15.5160, 1.8730, -5.0785], [2.3062, -0.4204, 4.0008], [12.7480, 0.0989, 1.5288], [-1.0629, -5.3293, -8.4652], [2.8178, 2.2070, 2.4635], [-6.0278, 0.2979, 2.3485], [1.2586, 1.5985, 1.1737], [0.7234, -0.1776, 0.6843], [0.5552, -1.4064, 0.9780], [1.2364, -0.9723, 1.3893], [-0.6233, -0.1826, -0.3119], [-1.4240, -0.8697, 0.5636], [-0.5674, 1.1357, 1.1519], [2.2712, 0.4639, 2.0435], [-3.2711, 4.0625, -5.7498]], "nbo_charge": [-0.650, -0.588, 0.298, 0.239, 0.385, -0.131, -0.337, -0.333, 0.295, -0.666, 0.672, -0.549, -0.488, 0.236, 0.269, 0.271, -0.239, -0.224, -0.229, 0.332, -0.631, 0.689, -0.529, -0.415, 0.251, 0.177, -0.447, 0.224, -0.232, 0.228, 0.242, 0.249, 0.296, 0.421, 0.256, 0.229, 0.220, 0.205]}